125
Properties=species:S:1:pos:R:3:forces:R:3 method="wB97M-V/def2-TZVPD" homo_ha=-0.1761 energy_ha=-6879.17055 fmax_ev_per_a=0.5 total_charge=-1 e_lumo_ev=1.8
Cd -0.090775 1.328878 -1.068239 -0.09 0.03 0.29
N 1.433224 0.377099 1.729049 -0.01 -0.26 -0.30
S 1.634915 -1.039984 1.902048 -0.07 -0.21 0.34
N 0.755032 -2.237102 1.098288 0.09 0.05 -0.04
S -0.623630 -2.802024 1.417716 0.15 -0.09 -0.03
N -1.719067 -1.999172 2.147233 -0.04 0.40 0.11
S -2.279510 -0.630562 1.295675 -0.15 -0.43 -0.18
N -1.451178 0.009841 0.309209 0.12 0.08 0.11
C -3.770519 -1.363739 0.580767 -0.02 0.10 0.14
C -4.727094 -1.992110 1.362007 -0.03 -0.01 0.04
C -5.828217 -2.563901 0.743860 0.04 -0.01 0.09
C -5.956235 -2.501789 -0.638954 0.02 0.00 -0.11
C -4.985645 -1.875256 -1.408678 -0.10 -0.05 0.07
C -3.882078 -1.300418 -0.795604 0.16 0.23 -0.02
C -2.940880 0.265414 2.722239 0.15 -0.35 0.02
C -2.890076 -0.266034 4.002413 0.06 0.02 0.03
C -3.410289 0.463222 5.060874 -0.03 0.02 -0.03
C -3.980668 1.707027 4.830181 0.02 0.01 0.03
C -4.030541 2.225386 3.543989 -0.02 -0.02 0.01
C -3.507820 1.505217 2.482128 0.01 0.00 -0.32
C -0.439533 -4.272552 2.432370 -0.09 0.18 0.14
C 0.314151 -5.314756 1.912528 0.05 0.11 -0.13
C 0.573766 -6.420921 2.702601 0.01 0.01 -0.01
C 0.078453 -6.478329 4.000019 -0.02 0.01 0.02
C -0.680291 -5.433272 4.505117 0.05 -0.06 0.02
C -0.940151 -4.320854 3.719557 -0.14 0.19 -0.03
C -1.255610 -3.492823 -0.092991 0.14 0.10 -0.04
C -0.635264 -3.230758 -1.297975 0.15 -0.12 0.23
C -1.225062 -3.718107 -2.457219 -0.03 -0.11 0.08
C -2.405335 -4.439615 -2.386135 0.05 -0.02 -0.07
C -3.014644 -4.692813 -1.160409 0.07 -0.03 0.06
C -2.437856 -4.216404 0.000634 -0.02 -0.08 0.14
C 1.503730 -1.591144 3.640840 0.05 -0.24 -0.25
C 0.795807 -0.782818 4.514345 -0.09 0.21 -0.12
C 0.674533 -1.160067 5.844105 0.02 -0.05 -0.02
C 1.269665 -2.331054 6.293714 -0.05 0.00 0.09
C 1.983404 -3.132193 5.413995 0.01 -0.01 -0.03
C 2.097611 -2.765921 4.080989 0.00 -0.04 0.05
C 3.267036 -1.715031 1.485708 -0.28 -0.18 -0.08
C 3.447319 -3.004468 1.008736 0.04 0.02 -0.12
C 4.730685 -3.464388 0.755105 0.02 0.02 0.04
C 5.820987 -2.632816 0.970221 0.03 -0.02 0.02
C 5.630717 -1.344211 1.447596 0.03 -0.03 0.02
C 4.350050 -0.885719 1.712950 -0.13 0.24 0.03
H -4.603334 -2.031376 2.437637 -0.05 -0.02 0.01
H -6.586600 -3.057409 1.339037 0.00 0.01 0.00
H -6.820194 -2.946788 -1.117369 0.00 0.00 0.00
H -5.077893 -1.832132 -2.485709 0.02 0.00 -0.01
H -3.101542 -0.814503 -1.371588 0.01 -0.04 -0.03
H -2.432483 -1.230138 4.156121 0.02 -0.02 0.09
H -3.372002 0.058726 6.064748 0.02 0.00 0.00
H -4.378286 2.276731 5.660749 -0.02 0.01 -0.01
H -4.473412 3.195327 3.361832 0.04 0.02 -0.01
H -3.512142 1.912693 1.476655 0.03 0.03 0.01
H 0.683462 -5.249357 0.895453 0.03 -0.05 0.01
H 1.165154 -7.236753 2.308768 -0.01 -0.01 -0.02
H 0.285984 -7.343123 4.617009 0.00 0.00 0.00
H -1.059750 -5.475318 5.517466 -0.01 0.00 0.00
H -1.522084 -3.486613 4.088300 0.02 -0.01 0.04
H 0.275378 -2.639511 -1.317396 -0.15 -0.04 -0.06
H -0.767981 -3.500750 -3.411511 -0.02 -0.06 -0.03
H -2.866745 -4.804704 -3.294922 0.00 0.03 -0.01
H -3.941815 -5.248347 -1.113258 -0.01 0.01 0.01
H -2.889740 -4.384683 0.970913 -0.09 -0.02 -0.04
H 0.354175 0.142465 4.161774 0.01 0.06 -0.14
H 0.124705 -0.522873 6.524866 -0.01 -0.02 0.02
H 1.181501 -2.619911 7.334302 0.01 0.02 0.00
H 2.451753 -4.043393 5.764619 0.00 -0.01 -0.01
H 2.655099 -3.386538 3.392394 0.00 -0.03 0.03
H 2.583070 -3.621908 0.818488 0.01 -0.05 -0.02
H 4.880375 -4.472949 0.391138 -0.01 0.02 -0.05
H 6.822150 -2.989941 0.764454 0.00 0.00 0.00
H 6.481151 -0.696872 1.616804 -0.01 0.02 -0.01
H 4.174128 0.117464 2.079739 0.00 0.06 -0.02
O -1.784484 -1.134130 -3.526946 -0.10 -0.07 -0.14
H -0.834078 -1.276864 -3.404082 -0.06 0.17 0.12
H -1.829052 -0.162303 -3.557193 0.10 0.09 -0.05
O -0.172653 2.423144 2.775215 -0.01 0.10 -0.06
H -0.740675 2.940018 2.184043 0.00 -0.06 0.00
H 0.325113 1.842640 2.165442 -0.07 -0.07 0.32
I -1.748725 3.470614 -0.323687 -0.24 0.40 0.17
Br 1.345610 -0.624433 -2.082630 0.46 0.09 -0.10
C 3.230642 2.807430 0.711885 0.07 0.01 0.10
C 4.384569 3.803332 1.008578 -0.05 0.02 -0.07
N 4.133157 5.081339 0.341465 0.13 0.15 0.02
C 2.858029 5.621300 0.823517 0.08 -0.09 -0.03
C 1.704185 4.626637 0.524349 0.05 0.06 0.02
N 2.235231 3.440053 -0.148694 -0.09 -0.11 -0.04
C 2.876931 3.847238 -1.399516 0.04 0.03 -0.05
C 4.023517 4.849375 -1.102086 0.00 -0.02 0.14
H 2.731180 2.486432 1.627231 0.04 -0.05 -0.06
H 3.596966 1.919447 0.192583 -0.03 -0.09 0.06
H 5.345293 3.422643 0.648646 0.00 -0.01 0.04
H 4.477528 3.997698 2.080849 0.02 -0.02 -0.01
H 2.697378 6.582178 0.327592 -0.02 0.01 0.04
H 2.960602 5.805368 1.896525 -0.04 0.03 -0.01
H 0.953807 5.072592 -0.128147 -0.07 -0.04 0.06
H 1.213834 4.303392 1.443753 -0.07 0.01 -0.04
H 2.114111 4.280946 -2.043845 0.00 -0.04 -0.02
H 3.249446 2.947650 -1.894275 -0.05 0.00 -0.03
H 3.841807 5.818012 -1.575101 0.02 -0.03 -0.06
H 4.989707 4.475972 -1.453597 -0.02 0.01 -0.04
C -0.225836 4.476492 -9.013914 -0.05 0.03 0.10
C -0.253552 3.935553 -7.607611 0.08 0.00 -0.04
C 0.888271 3.398098 -7.034236 -0.07 -0.01 -0.02
C 0.889088 2.887620 -5.738800 -0.01 0.02 0.06
C 2.178173 2.358842 -5.168342 0.00 0.00 -0.03
C -0.300495 2.905119 -5.000848 0.05 0.05 0.00
C -1.455736 3.474982 -5.552679 -0.08 0.02 0.01
C -2.726496 3.599959 -4.755870 0.00 -0.04 0.01
C -1.413399 3.982085 -6.845668 0.06 -0.02 -0.02
C -0.322453 2.321436 -3.602919 0.03 0.08 -0.40
O 0.624849 2.615000 -2.836156 -0.02 0.14 -0.12
O -1.266490 1.558305 -3.280116 0.02 -0.10 0.09
H 0.676528 4.155966 -9.534374 0.00 0.02 -0.03
H -0.247229 5.569075 -9.008467 0.01 0.00 -0.05
H -1.091797 4.133935 -9.582840 0.01 0.00 -0.02
H 1.810404 3.381804 -7.606865 0.00 -0.06 -0.01
H 2.914987 2.213916 -5.960369 -0.03 -0.02 -0.03
H 2.032392 1.420162 -4.635255 0.04 0.00 0.04
H 2.579694 3.072851 -4.448881 0.02 -0.06 0.06
H -3.018368 2.637807 -4.343361 -0.05 0.03 0.03
H -3.535675 3.996248 -5.370413 0.03 0.03 -0.03
H -2.571883 4.273307 -3.910016 -0.05 -0.05 0.06
H -2.309155 4.427250 -7.267984 -0.02 -0.02 0.01